Version a
C14H27AuClGeO7P2Se | ωB97M-V with the def2-TZVPD basis set

Each line ends with the natural charge from an NBO analysis.
Positions of all 54 atoms, in Å:
Au -0.02000 0.13910 -0.15710  0.98
C 1.82190 -3.88710 1.18140  -0.65
C 1.34120 -2.48430 0.88870  -0.48
O 0.43340 -2.39940 -0.20550  -0.74
P 2.74930 -1.36820 0.47420  2.37
O 3.85530 -1.30910 1.59910  -0.98
O 3.50440 -2.15840 -0.67800  -0.99
O 2.31190 -0.03610 -0.00530  -1.14
P 0.40390 -1.85370 2.36050  2.37
O 1.67210 -1.26840 3.19420  -1.05
O -0.32360 -2.89900 3.08740  -1.10
O -0.43860 -0.66400 1.91410  -1.24
H 2.26970 -4.35780 0.30650  0.22
H 0.98790 -4.49230 1.53300  0.27
H 2.56790 -3.84420 1.97320  0.25
H 0.84700 -2.81860 -0.97910  0.50
H 3.54120 -0.86910 2.39490  0.55
H 4.39000 -2.43210 -0.42750  0.53
H 1.46280 -1.27690 4.13200  0.53
C -5.25290 2.41120 0.46710  -1.08
Ge -5.60880 0.52650 -0.02910  1.56
C -7.02310 0.32490 -1.40710  -1.06
C -5.93570 -0.63500 1.54480  -1.08
C -3.81090 -0.06450 -0.87050  -1.05
Se -2.56130 -0.31500 0.58040  0.62
C -2.70150 -2.22220 0.71460  -0.81
H -6.07040 2.81090 1.06070  0.25
H -5.14920 3.02800 -0.42180  0.23
H -4.33830 2.47700 1.05230  0.23
H -7.96590 0.65050 -0.97670  0.24
H -7.13050 -0.70980 -1.71640  0.24
H -6.81790 0.93510 -2.28060  0.24
H -6.78420 -0.25530 2.10870  0.25
H -5.06740 -0.64440 2.20240  0.23
H -6.16810 -1.65370 1.24400  0.24
H -3.45600 0.75570 -1.49180  0.24
H -3.88940 -0.96590 -1.47390  0.24
H -3.75300 -2.48170 0.82850  0.24
H -2.12650 -2.52860 1.58550  0.28
H -2.29030 -2.66970 -0.18850  0.23
Cl 1.05320 3.97020 -5.73980  0.09
C 0.77620 3.47970 -4.12320  0.02
C 1.81210 2.88950 -3.39110  -0.25
C 1.59970 2.52550 -2.08890  -0.12
C 0.33890 2.71210 -1.46970  -0.15
C 0.15500 2.36020 -0.10500  -0.33
C -0.70000 3.28660 -2.24320  -0.15
C -0.47910 3.67890 -3.54000  -0.19
H 2.77560 2.73760 -3.85110  0.25
H 2.38980 2.07770 -1.50670  0.24
H -0.74770 2.71310 0.37370  0.23
H 1.03540 2.38940 0.52230  0.24
H -1.66540 3.45430 -1.78960  0.22
H -1.26020 4.14600 -4.11810  0.24

total charge = +1
Kohn-Sham gap (alpha / beta) = 5.42 / 5.65 eV

Version b
C14H27AuClGeO7P2Se | ωB97M-V with the def2-TZVPD basis set

Each line ends with the natural charge from an NBO analysis.
Positions of all 54 atoms, in Å:
Au -0.40074 -0.82442 -0.62743  1.07
C 1.57038 0.74163 2.95913  -0.63
C 1.27068 1.71285 1.83129  -0.49
O 1.81398 2.97895 2.19850  -0.71
P 2.01411 1.17993 0.26021  2.38
O 3.56947 1.25770 0.47775  -0.97
O 1.60855 2.26441 -0.78839  -1.03
O 1.61378 -0.22009 -0.14539  -1.18
P -0.53569 1.96487 1.47311  2.38
O -1.13334 2.53215 2.83481  -0.98
O -0.50547 3.01291 0.38394  -1.17
O -1.21828 0.65795 1.19058  -1.22
H 2.64112 0.72147 3.16007  0.24
H 1.23632 -0.26265 2.70476  0.21
H 1.05220 1.06999 3.85927  0.24
H 1.51479 3.64962 1.56834  0.49
H 4.12304 1.15483 -0.30597  0.53
H 0.73763 2.70912 -0.47430  0.54
H -0.92283 3.46124 2.98785  0.52
C -3.88580 -1.93826 1.45313  -1.10
Ge -2.78509 -2.60166 2.92023  1.62
C -3.06973 -1.57638 4.54564  -1.08
C -3.03008 -4.51629 3.17592  -1.09
C -0.88478 -2.28367 2.41427  -1.03
Se -0.42322 -2.96651 0.65022  0.48
C 1.49252 -3.19746 0.88452  -0.78
H -4.94160 -1.96847 1.72329  0.25
H -3.76204 -2.55600 0.56175  0.22
H -3.61227 -0.90610 1.22795  0.24
H -4.10251 -1.68195 4.87668  0.25
H -2.86736 -0.51947 4.37314  0.25
H -2.41786 -1.92998 5.34444  0.24
H -4.06196 -4.72899 3.45419  0.25
H -2.38267 -4.88249 3.97294  0.24
H -2.80333 -5.07164 2.26544  0.23
H -0.21265 -2.80636 3.09711  0.25
H -0.67807 -1.21815 2.41530  0.27
H 1.62998 -3.95735 1.64898  0.24
H 1.94193 -2.24970 1.16269  0.25
H 1.89339 -3.54313 -0.06500  0.25
Cl 0.49188 3.17414 -4.74456  0.10
C -0.32491 1.97533 -3.84077  0.05
C -0.99572 2.33250 -2.68176  -0.24
C -1.64818 1.35529 -1.95545  -0.11
C -1.63916 0.00279 -2.38741  -0.24
C -2.24324 -1.01312 -1.56173  -0.42
C -0.92488 -0.32775 -3.57721  -0.06
C -0.28588 0.64508 -4.29317  -0.26
H -1.00255 3.35702 -2.33841  0.26
H -2.17848 1.62117 -1.04988  0.27
H -2.38874 -1.99706 -1.99317  0.24
H -2.98158 -0.69883 -0.83417  0.26
H -0.91797 -1.35451 -3.92106  0.23
H 0.24819 0.40886 -5.20236  0.25

total charge = +1
Kohn-Sham gap = 7.26 eV

Which structure wins on stability? version b wins.

Version a
C20H60O10 | ωB97M-V with the def2-TZVPD basis set

Each line ends with the Löwdin charge.
Positions of all 90 atoms, in Å:
C -2.87245 -3.47611 -1.95940  -0.09
C -4.19941 -3.99982 -2.45329  -0.31
O -5.01051 -4.31913 -1.31797  -0.09
H -2.84723 -2.39527 -1.82261  0.05
H -2.01393 -3.82370 -2.53905  0.07
H -2.62114 -3.87591 -0.96937  0.08
H -4.04799 -4.90861 -3.04070  0.11
H -4.68779 -3.22872 -3.05397  0.11
H -5.93679 -4.21973 -1.55178  0.08
C -3.63441 -1.08324 1.00804  -0.08
C -3.68281 -0.17487 2.24426  -0.32
O -3.12620 -0.83206 3.37075  -0.08
H -4.36766 -0.78308 0.25629  0.07
H -3.81214 -2.11233 1.31117  0.08
H -2.66152 -1.00436 0.51095  0.06
H -4.73989 0.04680 2.42781  0.11
H -3.23232 0.80858 2.06849  0.08
H -2.47592 -1.46754 3.05602  0.08
C 2.04407 -4.16539 0.59205  -0.08
C 0.85016 -3.79562 -0.26021  -0.31
O -0.03222 -2.91766 0.44010  -0.11
H 1.69009 -4.55989 1.54458  0.08
H 2.66484 -3.29679 0.81516  0.05
H 2.66838 -4.89794 0.07286  0.08
H 0.26795 -4.66384 -0.56146  0.11
H 1.19143 -3.24891 -1.15075  0.10
H 0.26144 -2.01381 0.26517  0.02
C -0.30848 0.02963 -1.52525  -0.07
C 1.16145 0.03380 -1.16889  -0.28
O 1.29765 -0.44124 0.18212  -0.10
H -0.84696 0.76048 -0.91846  0.06
H -0.71244 -0.97368 -1.38738  0.06
H -0.46697 0.31463 -2.56624  0.08
H 1.61136 1.01953 -1.30200  0.10
H 1.67439 -0.68022 -1.82548  0.11
H 2.24861 -0.53612 0.34056  0.06
C 5.76978 3.84484 -0.50659  -0.08
C 4.28938 3.66419 -0.27688  -0.28
O 3.73059 2.75149 -1.24280  -0.10
H 6.30605 2.89631 -0.43791  0.07
H 6.18231 4.51883 0.25037  0.08
H 6.02603 4.29701 -1.46592  0.08
H 3.78794 4.63289 -0.36671  0.12
H 4.10376 3.33227 0.74607  0.11
H 3.00334 3.17257 -1.70496  0.09
C -2.55878 3.23185 -1.22788  -0.08
C -3.78541 2.58903 -0.60352  -0.31
O -4.99745 3.05077 -1.19903  -0.08
H -1.63350 2.87361 -0.77800  0.06
H -2.63171 4.31631 -1.11469  0.08
H -2.52331 3.06702 -2.30840  0.07
H -3.77731 2.87251 0.46194  0.11
H -3.80081 1.50123 -0.54591  0.09
H -5.18299 3.93277 -0.86553  0.10
C 4.79588 -1.81451 -1.07369  -0.08
C 5.16663 -0.40995 -0.70888  -0.26
O 4.08916 0.25281 0.02183  -0.13
H 5.66488 -2.26879 -1.56711  0.08
H 3.93779 -1.92174 -1.73244  0.07
H 4.66764 -2.41510 -0.17011  0.07
H 5.40249 0.20007 -1.58276  0.12
H 6.04129 -0.41634 -0.05716  0.12
H 3.90235 1.04884 -0.49735  0.04
C -1.01798 2.76522 4.10157  -0.09
C -0.69104 1.79617 2.99961  -0.33
O 0.71888 1.85359 2.80069  -0.08
H -2.05501 2.67378 4.43594  0.08
H -0.90772 3.79166 3.73519  0.07
H -0.38554 2.64973 4.97839  0.08
H -1.26962 2.02067 2.09725  0.09
H -0.99788 0.79586 3.33166  0.10
H 0.93446 1.23159 2.09411  0.05
C -3.21596 0.48150 -3.73410  -0.10
C -4.61729 0.97012 -4.07567  -0.32
O -4.69720 2.37725 -4.02142  -0.08
H -3.00849 0.68372 -2.67152  0.04
H -2.46221 1.05322 -4.27559  0.08
H -3.06919 -0.59352 -3.84698  0.07
H -5.36826 0.45992 -3.46480  0.11
H -4.82212 0.69776 -5.11661  0.11
H -4.78655 2.66108 -3.10121  0.04
C 3.85500 -1.07360 4.83676  -0.09
C 3.70722 -0.28944 3.55804  -0.32
O 4.21767 -1.09263 2.49561  -0.09
H 3.49955 -2.09576 4.71016  0.08
H 3.29508 -0.63619 5.66800  0.07
H 4.89591 -1.10033 5.16553  0.07
H 4.30726 0.62676 3.62333  0.11
H 2.66432 0.01564 3.42966  0.10
H 4.00602 -0.64235 1.66833  0.02

SMILES = CCO.CCO.CCO.CCO.CCO.CCO.CCO.CCO.CCO.CCO
Kohn-Sham gap = 9.88 eV

Version b
C20H60O10 | ωB97M-V with the def2-TZVPD basis set

Each line ends with the Löwdin charge.
Positions of all 90 atoms, in Å:
C -12.42451 -31.78936 -10.77530  -0.07
C -12.65498 -33.28021 -10.97880  -0.29
O -13.93629 -33.52778 -11.56712  -0.09
H -11.50960 -31.58332 -10.22071  0.07
H -13.28004 -31.32476 -10.27777  0.08
H -12.37613 -31.25562 -11.72873  0.06
H -12.61055 -33.80350 -10.02155  0.11
H -11.88954 -33.69255 -11.63144  0.10
H -14.64942 -33.23524 -10.99660  0.10
C -6.01888 -27.06694 -16.27182  -0.08
C -7.24296 -27.92394 -16.06412  -0.36
O -7.46240 -28.73575 -17.19560  -0.10
H -5.81201 -26.45115 -15.39852  0.07
H -6.14807 -26.44669 -17.16033  0.08
H -5.17192 -27.71835 -16.50232  0.07
H -8.13295 -27.29048 -15.90992  0.11
H -7.16735 -28.56230 -15.17188  0.09
H -8.31874 -29.19031 -17.08414  0.03
C -8.20718 -33.24595 -18.15454  -0.08
C -6.92603 -32.78918 -18.84299  -0.29
O -6.24900 -33.96550 -19.32947  -0.09
H -8.87517 -32.39450 -17.98826  0.06
H -7.99637 -33.69436 -17.18248  0.07
H -8.74487 -33.94168 -18.79646  0.07
H -6.25865 -32.23816 -18.17724  0.09
H -7.17668 -32.10592 -19.65381  0.11
H -5.72352 -34.28757 -18.59206  0.07
C -11.83539 -28.44785 -17.21172  -0.08
C -10.96332 -29.54669 -17.77672  -0.27
O -9.90952 -29.86563 -16.85209  -0.13
H -12.38854 -28.83474 -16.35249  0.05
H -12.58336 -28.09995 -17.92994  0.08
H -11.25077 -27.59248 -16.87676  0.07
H -10.48420 -29.24747 -18.70822  0.12
H -11.49864 -30.48758 -17.92745  0.09
H -10.17377 -30.42414 -16.08749  0.06
C -8.25531 -32.15568 -14.01424  -0.06
C -9.72327 -31.95015 -13.69756  -0.28
O -10.41218 -31.78489 -14.92866  -0.11
H -8.15421 -33.06089 -14.61900  0.07
H -7.61361 -32.24004 -13.13872  0.07
H -7.85240 -31.36339 -14.64975  0.06
H -9.84517 -31.06793 -13.06146  0.09
H -10.14796 -32.79437 -13.15136  0.11
H -11.36379 -31.96416 -14.79548  0.05
C -11.73894 -33.36212 -17.93611  -0.09
C -11.74207 -34.74215 -17.30458  -0.30
O -12.20553 -35.65961 -18.30174  -0.08
H -11.24233 -32.62441 -17.30861  0.04
H -12.76647 -33.02446 -18.09634  0.08
H -11.24954 -33.40503 -18.90790  0.08
H -12.46864 -34.82258 -16.48852  0.10
H -10.72986 -34.95261 -16.94483  0.11
H -11.99121 -36.56121 -18.04910  0.08
C -4.95213 -31.02769 -15.90213  -0.09
C -3.62085 -31.62886 -16.28261  -0.32
O -2.69190 -30.54176 -16.40061  -0.09
H -5.30345 -30.26744 -16.59789  0.06
H -4.80934 -30.56750 -14.92380  0.08
H -5.67886 -31.84281 -15.86035  0.06
H -3.66313 -32.27210 -17.16902  0.10
H -3.23947 -32.26898 -15.47616  0.11
H -1.85869 -30.85860 -16.76186  0.08
C -10.50698 -28.18816 -13.36840  -0.07
C -9.06673 -28.23210 -12.92924  -0.31
O -8.98860 -28.67955 -11.56247  -0.10
H -11.03008 -29.07736 -13.01450  0.06
H -10.59618 -28.17384 -14.45474  0.06
H -10.99021 -27.28722 -12.98512  0.08
H -8.54331 -27.27709 -13.02146  0.12
H -8.54623 -29.00045 -13.51659  0.08
H -8.07772 -28.58827 -11.27274  0.07
C -7.33068 -31.62501 -9.88951  -0.09
C -6.78181 -31.86553 -8.50222  -0.32
O -5.61459 -32.68227 -8.56039  -0.08
H -8.41057 -31.45646 -9.82901  0.07
H -7.16632 -32.46122 -10.56865  0.07
H -7.00472 -30.73029 -10.42611  0.06
H -7.52305 -32.43557 -7.92878  0.11
H -6.59853 -30.92146 -7.98052  0.11
H -5.35386 -32.94129 -7.67504  0.08
C -13.85801 -31.34005 -15.72173  -0.08
C -14.08970 -32.63834 -14.97033  -0.26
O -12.91259 -32.88336 -14.17206  -0.11
H -12.87332 -31.34838 -16.18165  0.04
H -13.97788 -30.43455 -15.12920  0.08
H -14.59510 -31.28822 -16.53065  0.09
H -14.16440 -33.48217 -15.65876  0.10
H -14.99606 -32.62408 -14.36488  0.12
H -13.18441 -33.14568 -13.27366  0.04

SMILES = CCO.CCO.CCO.CCO.CCO.CCO.CCO.CCO.CCO.CCO
Kohn-Sham gap = 9.74 eV

Which structure wins on stability? version a wins.